The following is a quantum chemistry calculation of a cluster of 9 separate species, C41H93N2O10 in total, from the OMol25 dataset.

Positions of all 146 atoms, in Å:
O -8.23237 -0.77797 4.33183
O 0.42838 2.03023 0.85159
O 3.42274 -2.12955 1.57674
O -1.79101 1.57603 1.14070
O -3.61256 -5.43407 -5.12974
O -0.82655 -6.19289 -9.59113
O 5.43619 7.71072 7.16252
O 4.56052 0.69624 -2.24966
O -5.55416 3.51147 3.04033
O 6.47117 3.40761 3.34678
N 0.14273 -0.68396 -2.48743
N -0.63419 -2.02782 -4.07355
C 6.08593 4.73786 3.03338
C 3.62770 2.64717 -1.08304
C 5.04648 -1.70310 3.37948
C 5.70007 1.36267 -2.78122
C 6.91280 1.31732 -1.86998
C -1.79813 -7.01105 -5.66788
C 1.07373 -0.70987 -3.54598
C -6.06315 3.37501 4.35713
C -2.13264 -3.39508 -2.08037
C -3.07585 -6.72912 -4.89569
C -1.36168 -4.08638 -1.22955
C -4.21867 1.44569 3.05088
C 5.54836 5.51582 4.22095
C -2.08784 -1.84731 -2.06453
C -9.00136 1.55698 4.45689
C -5.02506 -6.06570 -7.04244
C -3.96657 -5.13892 -6.47399
C 5.45370 2.56559 3.85236
C -2.69459 -4.79117 -10.36223
C 4.28723 2.37829 2.89781
C -0.87617 -7.12876 -10.65827
C -8.35206 0.45333 3.64028
C 0.60613 -1.52968 -4.49869
C -10.41353 -1.69181 3.65192
C 4.36424 -2.62761 0.63422
C -0.82313 1.58050 0.44180
C 3.74026 -2.34425 2.94684
C 4.06536 1.19454 -1.01881
C -0.86153 1.07121 -1.02407
C -0.01670 -6.74640 -11.84986
C -5.19134 4.01988 5.42007
C 0.31367 0.07366 -1.24355
C 4.57167 -4.12916 0.71661
C 4.84709 10.08798 7.39517
C 6.11870 7.59223 8.39956
C 5.22280 7.19290 9.55906
C -4.27847 2.94227 2.80300
C -9.44393 -1.36751 4.77483
C -0.83075 -1.48675 -2.87488
C 4.39093 8.66738 7.11273
C -1.25290 -4.87626 -9.89344
H -2.97683 -3.75111 -10.53457
H 3.57747 8.37505 7.78596
H 5.36716 4.73844 2.20496
H -10.02806 1.31094 4.73227
H 4.00938 10.78039 7.29861
H -1.14478 -4.30470 -8.96848
H 4.63651 1.97955 1.94203
H -0.76181 1.89569 -1.74893
H -9.16211 -2.29218 5.28030
H 4.45594 3.31343 -1.32479
H 5.92113 1.59554 4.03275
H -4.35479 -4.11827 -6.47107
H -2.98589 -1.39841 -2.52140
H -8.87991 0.30643 2.69152
H 6.28468 5.54479 5.02490
H -1.03526 -6.26473 -5.43168
H -8.44641 1.72490 5.38190
H 4.45242 7.93996 9.75616
H -4.20220 3.56215 5.47040
H 5.11196 2.92687 4.82796
H -1.91147 -1.44957 -1.05261
H 2.86533 2.78228 -1.85519
H 3.20002 0.57683 -0.76213
H 4.79914 1.03798 -0.22232
H 2.01750 -0.16602 -3.51713
H 5.31198 6.53957 3.92804
H -0.51470 -8.07300 -10.24864
H -1.23557 -2.68696 -4.55173
H 1.02287 -6.61467 -11.54423
H -3.51380 3.46684 3.38627
H 3.73330 -3.41502 3.17352
H 1.10708 -1.78011 -5.43190
H -2.78370 -3.86125 -2.83317
H -2.85712 -5.33761 -11.29154
H -4.68420 -7.10098 -7.07867
H -0.57596 -4.41589 -10.62119
H -1.91376 -7.30254 -10.96236
H 6.73091 1.82335 -0.92049
H 5.31460 -2.09207 0.72968
H 5.26841 -4.45745 -0.05596
H -10.73644 -0.79617 3.11926
H -5.05081 5.08102 5.20649
H 3.21451 2.96379 -0.12388
H 5.44568 2.39410 -3.04619
H 0.92067 1.20968 1.02286
H 5.21530 -1.86238 4.44512
H -6.24422 2.31921 4.58266
H -1.18125 -3.76504 -0.19688
H -4.05042 3.13700 1.75371
H -1.95623 -6.98472 -6.74724
H 5.81168 7.07400 10.46964
H 7.76292 1.80414 -2.34886
H 6.98405 5.23183 2.66057
H 5.02570 -0.62853 3.18490
H -1.41164 -7.99842 -5.41287
H 4.71668 6.24992 9.34327
H -9.94535 -2.35601 2.92293
H -2.86285 -6.77993 -3.82592
H 7.18277 0.28408 -1.64419
H -9.91841 -0.73417 5.53219
H -5.65568 3.91898 6.40229
H 3.55574 1.68551 3.31988
H 5.93729 0.85487 -3.71682
H -0.34430 -5.81129 -12.30700
H -5.92625 -6.03856 -6.42774
H 3.98527 8.61860 6.10075
H 3.77434 3.31944 2.69196
H 5.25271 10.19428 8.40212
H 5.90133 -2.11610 2.84209
H -4.95722 0.92657 2.43526
H 3.62420 -4.65425 0.57982
H -5.28539 -5.76483 -8.05816
H -0.87004 -4.98532 -1.62742
H -9.02310 2.48714 3.88764
H -3.83204 -7.49408 -5.09473
H 1.22119 0.68311 -1.38501
H 4.63986 5.06732 4.62625
H 0.49752 -0.60176 -0.39071
H -3.36333 -5.21671 -9.61106
H -7.03910 3.86142 4.35862
H 5.62903 10.38462 6.69379
H -4.42815 1.19482 4.09242
H 2.92281 -1.90479 3.52122
H -3.07135 -5.12777 -7.10685
H 6.87541 6.81937 8.25442
H -0.06126 -7.52341 -12.61378
H -11.30335 -2.18140 4.05043
H 3.96939 -2.37737 -0.35286
H 4.97745 -4.43302 1.68196
H 6.66174 8.51652 8.62364
H -3.23149 1.06219 2.80978
H -1.86128 0.64074 -1.16388
H -7.33536 0.75492 3.38161

Output
Kohn-Sham gap, eV: 8.39
2S+1: 1
Strongest force on any atom, eV/A: 3.84
Energy relative to the best compared isomer or geometry (same formula, charge and spin), kJ/mol: 0.0
Charge: +1
Electronic energy, eV: -67469.6609

These are the Mulliken partial charges, in e, on atoms 1 to 99: O -0.424; O -0.380; O -0.390; O -0.489; O -0.410; O -0.396; O -0.367; O -0.396; O -0.461; O -0.454; N 0.545; N 0.154; C -0.354; C -1.264; C -0.994; C -0.366; C -0.957; C -0.910; C -0.232; C 0.197; C -0.621; C -0.350; C -0.710; C -0.935; C -0.970; C -0.339; C -1.154; C -1.268; C -0.067; C -0.507; C -1.048; C -0.811; C -0.346; C 0.233; C -0.747; C -1.012; C -0.098; C 0.236; C -0.388; C -0.007; C -0.038; C -1.050; C -1.261; C -0.561; C -1.289; C -1.073; C -0.315; C -1.064; C -0.209; C -0.338; C 0.373; C -0.326; C -0.393; H 0.403; H 0.311; H 0.213; H 0.400; H 0.389; H 0.327; H 0.092; H 0.417; H 0.344; H 0.426; H 0.269; H 0.403; H 0.355; H 0.275; H 0.285; H 0.214; H 0.293; H 0.261; H 0.260; H 0.316; H 0.185; H 0.360; H -0.026; H 0.392; H 0.468; H 0.434; H 0.328; H 0.144; H 0.288; H 0.251; H 0.334; H 0.408; H 0.640; H 0.347; H 0.288; H 0.377; H 0.317; H 0.205; H 0.286; H 0.418; H 0.270; H 0.303; H 0.324; H 0.336; H 0.313; H 0.460